(1)
46
Properties=species:S:1:pos:R:3:forces:R:3 method="wB97M-V/def2-TZVPD" gap_ev=9.64 homo_energy_ev=-8.817 e_tot_ha=-867.6809 relative_energy_kcal_mol=345.9 charge=0 e_lumo_ev=0.83
O 1.870 -0.254 0.844 2.02 5.78 -0.75
C 1.411 -1.274 0.663 -2.42 -7.89 2.11
O 0.753 -1.802 -0.475 1.89 0.12 5.52
C 0.637 -0.845 -1.430 -1.54 0.97 -0.81
C -0.448 0.202 -1.174 -2.87 -6.33 5.42
C -0.784 0.943 -2.265 4.10 2.82 -5.76
H -1.046 0.318 -3.048 0.11 -1.68 -1.99
H 0.244 1.488 -2.620 -2.18 -0.73 0.41
C -1.826 1.895 -2.210 -6.70 -1.65 -6.14
C -3.313 1.282 -2.198 5.15 -9.05 1.02
C -4.414 2.039 -2.076 4.48 11.57 3.66
C -4.234 3.209 -3.139 -4.46 4.37 2.39
C -2.932 4.196 -3.049 -1.61 -9.21 1.27
C -1.941 2.911 -3.310 6.04 8.95 7.51
H -0.822 3.546 -3.298 -2.42 -2.20 -0.53
H -2.048 2.459 -4.114 -1.23 -3.45 -7.89
H -3.026 4.883 -3.773 0.27 2.50 -2.51
H -2.920 4.515 -2.028 0.36 0.48 0.36
H -5.192 4.019 -3.096 1.94 -2.03 0.59
H -4.608 2.749 -4.014 1.06 -0.39 -1.90
H -5.289 1.734 -2.050 -7.97 -3.72 -0.58
H -4.377 2.525 -0.926 -0.05 -0.56 -2.57
H -3.400 0.359 -1.436 0.59 1.97 -0.74
H -3.527 0.584 -3.049 1.12 0.74 -0.52
H -1.621 2.338 -1.433 0.92 5.17 8.54
H -1.483 -0.607 -1.076 2.67 2.23 0.55
H -0.383 0.753 -0.184 0.28 -0.69 -1.17
H 1.546 -0.406 -1.651 2.14 1.17 -0.30
H 0.473 -1.585 -2.148 -1.19 0.26 -2.89
C 1.473 -2.411 1.863 7.80 -0.47 -8.58
N 2.765 -2.452 2.543 -0.81 1.33 -0.38
C 3.063 -3.565 3.357 -6.63 1.00 3.91
C 4.242 -3.544 4.098 -1.68 -1.36 10.49
O 4.349 -2.320 5.080 -0.32 -5.03 -1.09
C 4.107 -1.186 4.355 -1.24 -6.31 -9.33
C 2.680 -1.410 3.436 5.92 4.83 2.04
H 2.044 -1.273 4.182 -3.94 -2.04 3.85
H 2.418 -0.439 3.117 0.69 1.20 -2.17
H 4.887 -1.116 3.558 -0.15 0.85 0.66
H 4.091 -0.612 5.082 -0.51 7.15 5.66
H 4.918 -3.381 3.469 6.93 0.74 -4.69
H 4.340 -4.611 4.915 -0.06 3.51 -3.01
H 2.176 -3.799 4.227 1.50 0.90 -2.04
H 2.987 -4.373 2.824 0.02 -4.93 -3.20
H 0.738 -2.406 2.411 -7.81 0.55 6.05
H 1.420 -3.270 1.248 -0.24 -1.44 -0.45

---

(2)
59
Properties=species:S:1:pos:R:3:forces:R:3 method="wB97M-V/def2-TZVPD" gap_ev="7.63 / 6.41" homo_energy_ev="-8.863 / -8.862" e_tot_ha=-9780.1849 relative_energy_kcal_mol=53.7 s_squared=0.76 charge=0 e_lumo_ev="-1.23 / -2.46" spin_multiplicity=2
Pb 1.759 1.002 1.142 -1.17 3.47 -0.46
Ag 0.210 4.139 2.414 -1.85 0.30 1.06
C -1.490 1.097 1.559 1.62 -0.78 -0.46
O -0.490 2.093 1.564 0.85 -1.02 -0.02
H -1.612 0.605 2.531 -0.65 0.46 0.13
H -2.421 1.375 1.060 -0.17 0.26 0.42
H -1.091 0.251 0.959 -0.38 -0.16 -0.26
C 1.689 -2.735 -2.621 1.69 0.52 0.59
C 0.998 -1.890 -1.515 -2.51 -0.78 -1.98
C -0.305 -2.684 -1.270 -0.80 0.17 0.31
C -0.159 -3.935 -0.439 0.00 0.71 0.71
C 0.526 -3.595 0.897 0.12 -1.23 -1.73
C 1.866 -2.811 0.689 -1.30 -0.34 2.40
N 1.646 -1.647 -0.227 3.06 -1.47 -1.19
O 2.741 -0.933 -0.380 -1.09 -0.15 0.57
C 3.016 -3.780 0.392 0.26 -0.51 -1.02
C 2.125 -2.277 2.102 0.18 1.38 0.22
C 0.660 -0.538 -2.159 -0.66 -0.47 0.43
H 2.029 -3.712 -2.283 -0.04 0.04 0.03
H 2.549 -2.172 -2.996 0.17 -0.24 0.05
H 1.046 -2.902 -3.481 -0.39 0.24 0.23
H -0.804 -3.071 -2.162 0.41 0.83 -0.53
H -1.044 -2.027 -0.792 0.04 -0.02 0.15
H 0.393 -4.735 -0.937 0.09 0.18 -0.19
H -1.178 -4.302 -0.300 0.14 -0.24 0.32
H 0.800 -4.599 1.221 0.08 0.34 0.99
H -0.171 -3.133 1.595 0.16 0.25 0.00
H 3.277 -3.886 -0.661 -0.02 0.30 0.01
H 2.727 -4.789 0.687 -0.15 0.07 0.12
H 3.940 -3.588 0.935 -0.10 0.48 -0.03
H 3.075 -1.746 2.217 0.30 -0.55 -0.12
H 2.011 -3.063 2.845 0.27 -0.10 -0.08
H 1.417 -1.491 2.389 -0.51 -0.33 -0.09
H -0.130 -0.755 -2.880 0.24 0.18 -0.31
H 1.517 -0.066 -2.629 -0.04 0.14 0.07
H 0.172 0.116 -1.430 0.24 0.22 0.05
S 2.068 3.989 0.350 0.82 2.17 -2.36
O 2.128 3.472 1.722 1.68 -2.99 3.04
O 0.786 4.695 0.302 -0.39 1.01 -0.89
O 3.248 4.759 0.072 -0.31 0.09 -0.26
O 1.979 2.799 -0.545 -0.06 -2.45 -0.01
C -3.401 2.290 -1.808 -0.28 -0.82 0.92
C -2.608 3.533 -1.461 -0.11 -0.57 0.75
C -1.284 3.646 -2.161 0.65 1.27 -0.24
O -1.626 4.456 -3.305 -0.14 -0.09 -0.21
C -2.655 5.251 -2.942 -0.30 -0.98 -0.20
O -3.015 6.192 -3.563 -0.24 0.45 0.12
O -3.284 4.738 -1.831 0.53 0.37 -0.48
H -3.929 2.292 -2.759 0.36 0.07 -0.19
H -4.131 2.026 -1.035 -0.30 0.64 -0.07
H -2.738 1.427 -1.684 0.22 0.06 -0.66
H -2.437 3.543 -0.384 -0.07 0.15 0.04
H -0.791 2.721 -2.443 -0.22 -0.03 -0.22
H -0.578 4.288 -1.630 0.05 -0.54 0.52
C -1.674 0.037 5.340 -0.84 0.08 0.31
Br -1.358 -0.237 7.237 0.16 0.02 -0.55
Br -2.896 1.568 5.136 0.35 -0.75 -0.12
Br -2.328 -1.638 4.530 0.24 0.87 0.21
H -0.770 0.334 4.827 0.10 -0.19 0.13

---

(3)
54
Properties=species:S:1:pos:R:3:forces:R:3 method="wB97M-V/def2-TZVPD" gap_ev="6.10 / 4.36" homo_energy_ev="-20.302 / -21.804" e_tot_ha=-2690.5593 relative_energy_kcal_mol=0.4 s_squared=15.79 charge=+4 e_lumo_ev="-14.20 / -17.45" spin_multiplicity=8
I -4.556 1.336 1.526 -1.12 2.32 -0.44
I -3.575 -1.153 1.987 0.35 -2.41 0.64
Au 1.212 -1.733 0.302 -2.00 1.30 0.80
Ru 0.068 0.710 0.365 -1.66 -1.69 2.43
S -1.103 -1.319 0.180 0.21 -0.54 -0.47
C -1.213 1.573 -0.642 -4.66 2.76 -5.96
C 1.455 1.522 -0.574 5.30 3.95 -4.83
C -2.035 -2.171 -1.479 -0.52 -0.54 -1.24
C -2.687 -3.461 -1.007 0.41 0.03 0.93
C -0.899 -2.406 -2.447 0.23 0.36 0.36
C -3.029 -1.152 -2.007 0.34 0.64 0.43
C 3.043 -0.987 0.714 5.60 3.98 -0.27
C 2.645 -2.983 -0.210 3.80 -6.43 -3.54
O 2.285 2.120 -1.143 -3.51 -2.69 2.69
O -1.995 2.014 -1.418 3.88 -2.24 4.33
O 4.120 -0.609 0.529 -4.18 -1.69 0.97
O 3.493 -3.593 -0.688 -2.89 2.49 1.96
H -3.223 -3.947 -1.842 0.21 0.44 0.14
H -3.405 -3.289 -0.195 0.00 -0.09 -0.32
H -1.944 -4.183 -0.649 -0.11 0.08 -0.08
H -1.326 -2.871 -3.345 0.15 -0.01 0.12
H -0.138 -3.059 -2.012 -0.15 -0.12 -0.29
H -0.445 -1.452 -2.730 0.01 -0.14 -0.18
H -3.573 -1.576 -2.872 0.23 0.01 0.45
H -2.489 -0.265 -2.358 -0.27 -0.18 -0.10
H -3.752 -0.839 -1.241 0.01 -0.22 -0.32
C -1.691 0.834 4.543 -0.11 0.27 0.17
Si 0.010 0.957 3.766 -1.23 -1.96 -0.85
C 1.090 1.985 4.945 1.84 2.40 1.84
C 0.703 -0.781 3.696 0.19 0.54 -0.37
C 0.266 1.842 2.083 1.39 -0.11 1.46
Si -0.382 3.657 1.969 -0.88 1.88 0.44
C 1.208 4.567 2.375 0.49 -0.46 -0.07
C -1.078 4.325 0.369 0.10 -0.41 -0.33
C -1.700 4.011 3.278 0.16 -0.53 -0.08
H -1.567 0.848 5.639 -0.24 -0.04 -0.29
H -2.167 -0.113 4.250 0.48 0.08 0.25
H -2.369 1.640 4.251 0.23 0.10 0.20
H 1.319 1.356 5.816 -0.55 -0.66 -0.24
H 2.040 2.265 4.471 -0.33 -0.25 -0.37
H 0.582 2.896 5.291 -0.19 -0.28 -0.35
H -0.046 -1.466 3.277 0.17 0.00 0.16
H 1.613 -0.802 3.080 -0.14 -0.15 0.30
H 0.962 -1.104 4.714 -0.11 -0.08 -0.17
H 1.387 2.016 2.013 -0.76 -0.38 -0.03
H 1.872 4.563 1.501 -0.03 0.07 0.17
H 0.950 5.604 2.616 -0.10 -0.06 -0.03
H 1.736 4.120 3.226 -0.06 0.28 -0.18
H -2.054 3.885 0.111 0.32 0.39 0.06
H -1.212 5.409 0.519 0.04 -0.31 0.06
H -0.370 4.197 -0.465 -0.32 0.14 0.10
H -2.648 3.524 3.007 0.09 0.26 0.17
H -1.409 3.694 4.287 -0.14 0.16 -0.17
H -1.855 5.101 3.294 0.02 -0.27 -0.10